The ion C10H12NO2 with charge +1 at a distorted geometry, computed with ωB97M-V/def2-TZVPD.

Properties
- relative energy (zero: lowest compared OMol25 entry of this formula, charge and spin) (eV) = 3.890
- net charge = +1
- orbital gap (alpha / beta) (Eh) = 0.23622 / 0.23299
- LUMO level (alpha / beta) (eV) = -5.076 / -5.151
- multiplicity = 1
- HOMO energy (alpha / beta) (eV) = -11.5 / -11.5
- E_tot (hartree) = -593.079217

```
25
Properties=species:S:1:pos:R:3:nbo_charge:R:1
C 0.2998 2.3253 0.1086 -0.250
H -3.9785 1.2019 -0.8704 0.249
H -4.0686 1.2825 0.6961 0.243
H -1.6137 3.5646 -0.0739 0.234
O 3.4603 -0.9170 -1.0467 -0.587
C -1.0436 2.5539 0.0024 -0.169
H -3.3899 2.8108 -0.0734 0.229
C 2.4367 -0.8356 -0.3709 0.911
H -2.1482 -0.6604 0.0400 0.220
C 1.7201 -3.0675 -0.5031 -0.413
H 0.9991 3.1233 0.2198 0.234
H 0.7274 -3.3531 -0.9418 0.242
C -1.4101 0.1682 0.1942 -0.187
H 2.5705 -2.8618 -1.1610 0.230
C 0.8230 1.0961 0.4451 0.286
C 0.4102 -1.3376 0.8511 -0.233
O 2.0807 0.9024 0.5172 -0.460
C -1.9668 1.4495 0.0272 0.018
H 3.8833 -0.1677 -1.3705 0.561
H 0.6281 -1.3173 1.9770 0.264
H 1.8242 -3.8875 0.3037 0.261
C -0.1158 -0.0150 0.5211 -0.110
C -3.3928 1.7497 -0.0956 -0.659
H -0.3195 -2.1604 0.5546 0.239
N 1.5841 -1.6476 0.0492 -0.354
```

---

A structure of composition C7H8N2S at a distorted geometry, computed with ωB97M-V/def2-TZVPD.

Properties
- relative energy (zero: lowest compared OMol25 entry of this formula, charge and spin) (eV) = 3.333
- orbital gap (alpha / beta) (Eh) = 0.31262 / 0.31260
- LUMO level (alpha / beta) (eV) = -0.986 / -0.986
- multiplicity = 1
- HOMO energy (alpha / beta) (eV) = -9.5 / -9.5
- E_tot (hartree) = -779.115341

```
18
Properties=species:S:1:pos:R:3:nbo_charge:R:1
C 0.7245 0.5376 -1.7132 -0.594
N -1.5723 -0.7900 3.0241 -0.291
H -2.4730 0.5078 0.1557 0.296
C -1.8220 -1.3271 -0.3746 0.247
H -0.1075 -0.0203 -1.9379 0.220
H 2.5746 -0.4471 0.6262 0.226
H 1.0731 -0.5286 1.5406 0.225
H 0.5987 1.5430 -2.0455 0.217
C -0.2561 1.0822 0.4002 0.041
H 1.2388 -1.5713 0.1750 0.227
H 1.7506 1.3912 -0.0468 0.231
S -0.7264 2.5073 0.9980 0.183
C -1.7496 -0.2560 0.4666 -0.497
C -1.6448 -0.5558 1.8948 0.273
C 1.0049 0.6061 -0.2674 -0.361
H 1.5512 0.1084 -2.2900 0.227
N -1.6892 -2.1675 -1.1263 -0.269
C 1.5244 -0.6198 0.5205 -0.600
```

---

A structure of composition C34H31CoFN8O3S2Se, computed with ωB97M-V/def2-TZVPD.

Properties
- relative energy (zero: lowest compared OMol25 entry of this formula, charge and spin) (eV) = 0.000
- orbital gap (alpha / beta) (Eh) = 0.20276 / 0.20247
- LUMO level (alpha / beta) (eV) = -2.036 / -2.044
- multiplicity = 2
- HOMO energy (alpha / beta) (eV) = -7.6 / -7.6
- E_tot (hartree) = -6658.412588

```
81
Properties=species:S:1:pos:R:3:lowdin_spin:R:1
C -0.3683 -1.4752 -4.4022 0.000
C -0.5271 -4.4635 0.8840 0.001
N 1.4168 0.0322 -1.5240 -0.013
C 0.3525 -1.3697 -3.2264 -0.001
C 0.0264 0.8472 -4.8648 0.000
C 1.6413 0.7835 1.1820 -0.043
H -0.4077 -6.4458 1.6645 0.000
C 5.1213 -1.5869 1.9664 -0.007
H -3.7586 -2.4824 -1.7697 0.000
C 3.0315 -0.6951 2.6737 -0.007
Co 0.1182 0.0661 0.0157 1.044
H 2.1015 -0.6887 -1.3019 0.000
H -3.3455 1.4055 -3.5647 0.000
O -2.0012 0.8308 -6.9598 0.000
S -1.5100 -0.5165 -6.7259 0.000
C 2.5151 4.2995 1.4583 0.000
H -1.5866 -4.5052 0.6757 0.000
H -2.6089 1.9065 -0.0297 0.000
H 2.0213 -6.3240 2.1052 0.000
N -0.8755 3.7697 2.4131 0.002
H -5.7047 2.3102 2.9257 0.000
H 3.2756 -4.2595 1.5722 0.000
C -3.7562 -0.5426 -2.7436 -0.001
C -2.8635 0.4731 3.1106 0.000
C 0.7570 0.9579 -3.6878 -0.001
C -1.8966 0.8140 -2.1076 0.000
H 2.9047 5.2824 1.7193 0.000
N -1.4400 -0.1160 -1.2737 0.001
C -0.5603 -0.3600 -5.2092 -0.001
C 5.0338 -0.9017 0.7736 0.001
N -1.5554 -2.3598 -0.4684 -0.002
H 1.2165 1.1422 2.1236 -0.002
H 4.2558 -2.0056 3.8730 0.000
N -1.1476 0.1880 1.5542 -0.006
H -0.1366 1.7015 -5.5081 0.000
C 3.9180 -0.1063 0.5436 -0.007
H -0.9205 4.1039 4.5450 0.000
C 4.1418 -1.4807 2.9341 0.001
C 0.8759 -0.1406 -2.8562 0.000
H 2.2700 -0.6042 3.4396 0.000
Se -0.7179 -0.8027 2.9827 -0.003
H 1.7657 4.5354 4.1285 0.000
C 0.9810 4.2771 3.4417 0.000
F 6.1980 -2.3669 2.2048 -0.002
C 1.5482 -3.2230 0.8475 0.000
N -2.1579 -0.3425 3.8731 -0.004
C -4.7583 1.8670 2.6470 0.001
C -3.0274 1.6458 0.9315 0.001
C -2.3061 0.7756 1.8118 -0.001
H 1.9183 0.9162 -1.4882 0.001
C -3.2820 -1.5195 -1.8801 -0.001
N 1.2229 4.1067 2.0891 0.002
H 1.8928 1.6614 0.5838 0.001
H 1.1632 1.9168 -3.3807 0.000
H -4.5074 0.8111 4.4873 0.000
H 0.4676 -2.2282 -2.5742 0.000
H 5.8326 -0.9768 0.0488 0.000
N -0.4164 -2.1490 0.0013 0.031
H -4.7559 2.8194 0.6894 0.000
C 2.8696 -0.0064 1.4655 -0.003
H 2.3736 4.2382 0.3825 0.000
C 0.0724 3.7801 1.4448 0.002
H 2.0818 -2.3126 0.6159 0.000
C 0.1380 -5.5411 1.4333 0.000
C -4.2080 2.1610 1.3511 -0.001
C -4.1136 1.0505 3.5098 -0.001
H 3.8797 0.4656 -0.3769 0.000
O -0.5166 -0.9853 -7.6748 0.000
C -3.0420 0.6348 -2.8714 -0.001
C -2.1134 -1.2683 -1.1879 0.001
H -0.8334 -2.4083 -4.6918 0.000
C -0.3314 4.0630 3.6486 0.001
H -1.3057 1.7165 -2.1869 0.000
S -0.1407 3.4410 -0.1911 0.012
H -4.6473 -0.7135 -3.3306 0.000
C 2.2124 -4.3171 1.3864 0.000
H 3.2108 3.5252 1.7801 0.000
O -2.5316 -1.4913 -6.3766 0.000
C 1.5072 -5.4715 1.6818 0.000
C 0.1882 -3.3028 0.5955 0.003
H -1.8355 3.5339 2.2182 0.000
```

---

A cluster of 2 separate species, C6H11I in total at a distorted geometry, computed with ωB97M-V/def2-TZVPD.

Properties
- relative energy (zero: lowest compared OMol25 entry of this formula, charge and spin) (eV) = 0.790
- SMILES string = C=C(C)C.C=CI
- orbital gap (Eh) = 0.35456
- LUMO level (eV) = 0.620
- multiplicity = 1
- HOMO energy (eV) = -9.0
- E_tot (hartree) = -532.814502

```
18
Properties=species:S:1:pos:R:3:nbo_charge:R:1
C -2.3470 -1.0399 0.7196 -0.392
H -2.9345 -0.9416 2.8066 0.211
C -2.3085 -1.3783 1.9909 -0.401
C 0.2915 2.0855 0.8548 -0.649
H -1.5751 -2.0809 2.2362 0.208
I -3.7329 0.0618 -0.2926 0.158
H 1.1870 -1.1865 0.2713 0.183
H -0.6821 -0.1731 -1.2571 0.206
C 1.1746 -0.2182 0.7985 -0.416
C -0.1265 0.7430 -1.1799 -0.644
H -0.6495 2.0926 1.4012 0.232
H 1.6450 -0.2599 1.7747 0.203
C 0.6268 0.8240 0.1877 0.023
H -0.8339 1.5909 -1.2191 0.218
H -1.4946 -1.3813 0.0663 0.217
H 0.2164 2.8122 0.0620 0.207
H 1.2322 2.5462 1.4703 0.212
H 0.5658 0.6813 -1.9880 0.225
```

---

A cluster of 12 separate species, C4H32NO11S in total at a distorted geometry, computed with ωB97M-V/def2-TZVPD.

Properties
- orbital gap (alpha / beta) (Eh) = 0.33534 / 0.16738
- LUMO level (alpha / beta) (eV) = -0.359 / -4.929
- multiplicity = 2
- HOMO energy (alpha / beta) (eV) = -9.5 / -9.5
- E_tot (hartree) = -1451.995129

```
49
Properties=species:S:1:pos:R:3:lowdin_spin:R:1
O 3.3696 0.4109 3.2193 0.000
H 0.8401 -1.7091 2.3745 0.000
O -1.7118 -1.5505 -0.2818 0.002
H 2.9870 -0.4534 3.3957 0.000
H 1.3400 -3.4099 -3.0122 0.000
H -2.7080 3.7808 -2.9578 0.000
O -2.3864 4.0804 -2.1092 0.000
S -2.4467 1.7938 1.9307 0.079
H 0.9339 3.1120 2.5498 0.000
H -1.0854 -0.9485 -0.6976 0.000
H 1.0561 -2.2080 -0.8099 0.000
H 0.4378 0.2811 -1.8772 0.015
H -1.0422 -2.2308 -0.0238 0.000
H 0.7972 -3.5275 0.7694 0.000
C 0.8292 2.3975 0.5134 0.093
O 1.2132 -2.0474 -1.8082 0.001
H -1.1797 2.4083 -3.2320 0.000
H -0.7660 1.2982 -4.1847 0.000
H -2.1239 -4.9189 0.3353 0.000
H 2.8807 -2.0328 -0.8245 0.000
H -3.0497 4.1967 -1.4324 0.000
O 1.1500 -3.6942 -3.9304 0.000
H -2.1562 0.7712 2.7715 0.003
H 1.0252 -1.1852 -2.1570 0.000
H 2.1810 -1.7205 0.3188 0.000
H -2.4180 -1.0751 1.5756 0.000
C 1.1583 0.9754 -1.4547 0.055
H 0.5617 3.2312 -0.1260 0.008
H -1.2387 3.6414 2.8941 0.004
C -1.1464 3.0554 1.9834 0.011
O 0.9058 -0.7431 2.4767 -0.001
N 0.6569 1.1151 -0.0781 0.617
H -1.4117 3.6974 1.1445 0.001
H 2.2015 0.6984 -1.5460 0.022
O 0.5636 -2.6029 0.6422 0.000
H 0.9891 0.3613 0.5469 0.013
H 0.2950 1.4804 2.3199 -0.001
O 3.0277 -1.4199 -0.0755 0.000
C 0.2733 2.5017 1.9365 0.014
O -1.0653 2.2133 -4.1709 0.000
H -3.0200 -1.7450 2.8470 0.000
O -2.2053 -1.4369 2.4478 0.000
H 1.9341 2.4737 0.6137 0.063
H -2.1543 -4.0794 -0.8721 0.000
H 0.1118 -0.5288 1.9703 0.000
H 0.8906 1.9169 -1.9299 0.000
O -2.7515 -4.4090 -0.1897 0.000
H 2.7430 0.7665 2.5948 0.000
H 0.7141 -2.9824 -4.3901 0.000
```

---

The molecule C4H6O2S2 at a distorted geometry, computed with ωB97M-V/def2-TZVPD.

Properties
- relative energy (zero: lowest compared OMol25 entry of this formula, charge and spin) (eV) = 1.882
- SMILES string = CC(=O)SCSC=O
- orbital gap (Eh) = 0.35689
- LUMO level (eV) = 0.526
- multiplicity = 1
- HOMO energy (eV) = -9.2
- E_tot (hartree) = -1102.828773

```
14
Properties=species:S:1:pos:R:3:nbo_charge:R:1
H -1.2628 1.3508 -3.6440 0.173
S 1.3967 -0.4682 0.4294 0.140
O -1.2449 -0.3144 0.8942 -0.531
H 0.7455 1.3477 2.7223 0.264
H -0.1521 -1.0659 -1.2516 0.295
C 0.8610 -0.6304 -1.2171 -0.782
H -0.5998 0.2427 3.5301 0.248
C -1.1309 0.5656 -2.8005 0.276
H 1.5564 -1.3068 -1.6824 0.251
C 0.2317 0.2953 2.8424 -0.735
S 0.6104 0.8431 -2.1107 0.186
O -1.8845 -0.3263 -2.3367 -0.523
H 1.0348 -0.4259 3.1669 0.253
C -0.1614 -0.1072 1.4578 0.485
```